<P>
{
  "formula": "C3H9N3O2",
  "method": "ωB97M-V/def2-TZVPD",
  "molar_mass_g_mol": 119.12,
  "e_homo_ev": -8.6,
  "homo_lumo_gap_ev": 9.0,
  "charge": 0,
  "species": ["N", "C", "O", "O", "H", "H", "C", "N", "C", "N", "H", "H", "H", "H", "H", "H", "H"],
  "xyz": [[0.78075, 0.53060, -1.95294], [-0.57122, 0.89185, -2.06317], [-1.33528, 0.45797, -1.08069], [-0.91341, 1.58167, -3.02775], [0.89007, -0.42415, -2.03242], [1.23236, 0.97898, -2.69805], [0.92071, -1.84514, 0.97947], [0.11665, -0.61612, 0.74558], [-0.33090, 0.25658, 1.61735], [-1.18054, 1.26624, 1.38574], [1.87273, -1.76064, 0.43678], [0.34821, -2.74814, 0.74414], [1.11678, -1.83019, 2.05312], [-0.31753, -0.29278, -0.25407], [0.15937, 0.19401, 2.60275], [-1.53360, 1.40430, 0.43965], [-1.25514, 1.95493, 2.10452]],
  "mulliken_charge": [-0.577, 0.670, -0.952, -0.653, 0.156, 0.277, -0.836, -0.111, 0.112, -0.267, 0.307, 0.283, 0.307, 0.509, 0.280, 0.282, 0.214]
}


<Q>
{
  "formula": "C3H9N3O2",
  "method": "ωB97M-V/def2-TZVPD",
  "molar_mass_g_mol": 119.12,
  "smiles": "C/C(O)=N\\N.NC=O",
  "e_homo_ev": -7.8,
  "homo_lumo_gap_ev": 8.7,
  "charge": 0,
  "species": ["C", "C", "O", "N", "N", "H", "H", "H", "H", "H", "H", "N", "C", "O", "H", "H", "H"],
  "xyz": [[-1.90858, 0.08066, 0.78042], [-0.97702, -0.17420, -0.35968], [-1.45722, -1.05611, -1.24276], [0.03732, 0.59525, -0.77056], [0.15820, 1.87711, -0.24340], [-1.35002, 0.40109, 1.66086], [-2.45702, -0.83256, 1.01237], [-2.61988, 0.86448, 0.50645], [-0.85739, -1.04036, -2.00586], [-0.57305, 2.17931, 0.39916], [0.17887, 2.55457, -1.00270], [2.57299, -1.05560, -0.11259], [1.41908, -0.74584, 0.53843], [0.51924, -1.62238, 0.70136], [2.52752, -1.81563, -0.77570], [3.24717, -0.32773, -0.29531], [1.53981, 0.11794, 1.20951]],
  "mulliken_charge": [-1.367, 1.050, -0.466, -0.565, -0.512, 0.365, 0.329, 0.361, 0.367, 0.201, 0.249, -0.387, 0.221, -0.664, 0.247, 0.220, 0.351]
}


Which of them is the most stable, and which is the least stable? <P> and <Q>, in that order.


<P>
{
  "formula": "C5H13N2S",
  "method": "ωB97M-V/def2-TZVPD",
  "molar_mass_g_mol": 133.24,
  "smiles": "NCCNCCC[S-]",
  "e_homo_ev": -2.3,
  "homo_lumo_gap_ev": 5.6,
  "charge": -1,
  "species": ["N", "C", "C", "N", "C", "C", "C", "S", "H", "H", "H", "H", "H", "H", "H", "H", "H", "H", "H", "H", "H"],
  "xyz": [[-1.77668, -2.01667, -1.56252], [-2.30048, -0.74823, -1.09616], [-1.55764, -0.27531, 0.14521], [-0.50168, 0.68666, -0.15616], [0.35700, 0.84488, 1.02198], [1.73388, 1.43003, 0.76663], [2.76771, 0.36315, 0.47855], [3.28678, -0.57963, 1.98727], [-0.76498, -2.06117, -1.51871], [-2.01340, -2.18252, -2.53925], [-2.34179, 0.06818, -1.83469], [-3.37406, -0.83945, -0.87342], [-1.22762, -1.10528, 0.78129], [-2.27019, 0.21748, 0.82429], [0.00070, 0.38483, -0.97859], [0.46202, -0.10425, 1.54864], [-0.18141, 1.46097, 1.75663], [2.05495, 2.00524, 1.63663], [1.64411, 2.16173, -0.05062], [3.61975, 0.70008, -0.12665], [2.38301, -0.41072, -0.21035]],
  "mulliken_charge": [-0.584, -0.526, -0.620, -0.419, -0.430, -0.721, -0.703, -0.697, 0.238, 0.210, 0.306, 0.318, 0.406, 0.297, 0.306, 0.335, 0.229, 0.296, 0.322, 0.312, 0.124]
}


<Q>
{
  "formula": "C5H13N2S",
  "method": "ωB97M-V/def2-TZVPD",
  "molar_mass_g_mol": 133.24,
  "e_homo_ev": -2.9,
  "homo_lumo_gap_ev": 3.4,
  "charge": -1,
  "species": ["C", "N", "C", "C", "S", "C", "C", "N", "H", "H", "H", "H", "H", "H", "H", "H", "H", "H", "H", "H", "H"],
  "xyz": [[1.27982, -1.20152, 0.70410], [0.92994, -1.70198, -0.59504], [-0.21940, -0.87601, -0.92060], [-0.03809, 0.80169, -1.18573], [-1.52542, 1.60106, -1.98407], [-0.71173, -1.43681, -2.27156], [-0.43001, 1.51632, 1.86764], [-0.19160, 1.36645, 3.23349], [0.32874, -0.98359, 1.20114], [1.76296, -1.93630, 1.30845], [1.95916, -0.30548, 0.83270], [-1.04450, -1.02642, -0.29011], [0.08533, 1.32865, -0.27945], [0.94006, 0.97638, -1.66875], [-1.56893, -0.77013, -2.57158], [-0.91771, -2.45554, -2.22923], [0.12455, -1.31418, -2.89249], [-0.68677, 0.55206, 1.36110], [0.49553, 1.94523, 1.37254], [0.69504, 1.75800, 3.41141], [-1.26697, 2.16212, 1.59605]],
  "mulliken_charge": [-0.684, -0.638, 0.302, -0.156, -0.403, -1.468, -0.223, -0.761, 0.318, 0.385, 0.178, 0.435, -0.366, 0.394, 0.304, 0.454, 0.329, -0.137, 0.198, 0.209, 0.330]
}


<R>
{
  "formula": "C5H13N2S",
  "method": "ωB97M-V/def2-TZVPD",
  "molar_mass_g_mol": 133.24,
  "smiles": "NCCNCCC[S-]",
  "e_homo_ev": -2.3,
  "homo_lumo_gap_ev": 5.6,
  "charge": -1,
  "species": ["N", "C", "C", "N", "C", "C", "C", "S", "H", "H", "H", "H", "H", "H", "H", "H", "H", "H", "H", "H", "H"],
  "xyz": [[1.94783, -0.38159, -2.07652], [2.12230, -1.21365, -0.87995], [1.58812, -0.49460, 0.36558], [0.16066, -0.74128, 0.50261], [-0.57760, 0.18395, 1.36837], [-2.04540, 0.28261, 0.94860], [-2.29345, 1.43697, -0.02139], [-2.07332, 3.11137, 0.71558], [0.97120, -0.34400, -2.32920], [2.51060, -0.70568, -2.84898], [1.52237, -2.12173, -0.94020], [3.17000, -1.44314, -0.74404], [1.83159, 0.56250, 0.31675], [2.08196, -0.94546, 1.23745], [-0.27887, -0.71597, -0.41069], [-0.17617, 1.17801, 1.32951], [-0.52206, -0.17034, 2.40354], [-2.63450, 0.41106, 1.85702], [-2.38154, -0.64045, 0.44961], [-3.32291, 1.42914, -0.37967], [-1.60083, 1.32226, -0.86401]],
  "mulliken_charge": [-0.572, -0.607, -0.539, -0.420, -0.412, -0.810, -0.658, -0.700, 0.206, 0.186, 0.299, 0.463, 0.392, 0.293, 0.206, 0.343, 0.240, 0.318, 0.346, 0.277, 0.151]
}


<S>
{
  "formula": "C5H13N2S",
  "method": "ωB97M-V/def2-TZVPD",
  "molar_mass_g_mol": 133.24,
  "smiles": "CN(C)C[C@H](N)C[S-]",
  "e_homo_ev": -2.4,
  "homo_lumo_gap_ev": 6.0,
  "charge": -1,
  "species": ["C", "N", "C", "C", "C", "N", "C", "S", "H", "H", "H", "H", "H", "H", "H", "H", "H", "H", "H", "H", "H"],
  "xyz": [[2.03858, -0.26374, -0.33432], [0.74846, -0.64031, -0.93093], [0.70085, -2.04441, -1.36417], [-0.33171, -0.37070, -0.00659], [-0.50653, 1.15268, 0.34655], [-0.07034, 1.33163, 1.77444], [-2.09787, 1.50441, 0.17477], [-3.07047, 0.57270, 1.32642], [2.00353, 0.45929, 0.49536], [2.76169, 0.19614, -1.13353], [2.56551, -1.16040, -0.00655], [1.67716, -2.46790, -1.66491], [-0.00232, -2.15685, -2.23651], [0.27976, -2.64350, -0.51891], [-1.32423, -0.64120, -0.51084], [-0.05474, -0.93818, 0.96278], [0.04244, 1.82243, -0.39425], [-0.28380, 0.35104, 2.15469], [-0.60437, 2.09173, 2.23250], [-2.23302, 2.62687, 0.51831], [-2.23858, 1.21828, -0.88430]],
  "mulliken_charge": [-1.042, -0.090, -0.942, -0.749, 0.161, -0.653, -0.994, -0.616, 0.414, 0.194, 0.406, 0.391, 0.252, 0.330, 0.196, 0.292, 0.221, 0.261, 0.302, 0.284, 0.382]
}


Which of them is the most stable, and which is the least stable? <R> and <Q>, in that order.


<P>
{
  "formula": "H39O19",
  "method": "ωB97M-V/def2-TZVPD",
  "molar_mass_g_mol": 343.29,
  "e_homo_ev": -12.8,
  "homo_lumo_gap_ev": 10.0,
  "charge": 1,
  "species": ["O", "H", "H", "O", "H", "H", "O", "H", "H", "O", "H", "H", "O", "H", "H", "O", "H", "H", "O", "H", "H", "O", "H", "O", "H", "H", "O", "H", "H", "O", "H", "H", "O", "H", "H", "O", "H", "H", "O", "H", "H", "O", "H", "H", "O", "H", "H", "O", "H", "H", "O", "H", "H", "O", "H", "H", "H", "H"],
  "xyz": [[0.39792, 4.01449, -1.68421], [0.26280, -0.17564, -3.64875], [-0.33167, 4.56881, -1.36197], [-0.88025, -1.59921, 1.50751], [-1.35285, -0.83717, 1.12411], [-0.15439, -1.83297, 0.03239], [-0.55991, -1.57788, 4.29317], [0.08161, -1.46001, 3.59070], [-0.04738, -1.34355, 5.08905], [-1.09719, 0.69011, 0.08424], [-0.44931, 0.12640, -0.39876], [-1.61063, -2.18710, 1.41165], [-2.97732, 1.27172, -2.62577], [-3.65495, 2.07363, -2.92013], [-2.49743, 1.63062, -1.91576], [1.52492, 1.36770, -3.88517], [1.18969, 1.94160, -3.16582], [1.21964, 1.78861, -4.73053], [0.34344, -1.75990, -0.78258], [0.41292, -2.64956, -1.29328], [0.14359, -1.09700, -1.68667], [-0.01081, -0.99320, -3.12789], [-0.84950, -0.75395, -2.73345], [2.39243, -2.49446, -2.31034], [2.59168, -3.33963, -2.42851], [2.53562, -1.79585, -2.90829], [-1.53278, -3.35047, -1.19567], [-1.62328, -4.26398, -0.87906], [3.01428, -1.69780, -0.07803], [0.05539, 2.72184, 3.67690], [0.74074, 1.97421, 3.64358], [0.67340, 3.39353, 3.54437], [2.78455, 1.37019, 0.46168], [2.95571, 0.80607, -0.31851], [3.60980, 1.31578, 1.05789], [1.63247, 3.54472, 2.02486], [-2.42544, -2.85219, -0.83928], [1.18878, 4.45994, -1.50489], [-0.97634, 3.00452, 1.06238], [-1.97084, 3.10483, 0.96333], [-0.78663, 1.38865, 0.71197], [-3.56868, -1.71655, -0.29279], [-4.15182, -1.60908, -0.98156], [-4.05599, -1.48093, 0.46656], [-3.54634, 1.90337, 1.30449], [2.29916, -0.76635, 2.01232], [-3.07077, 1.18585, 0.88136], [1.62041, -1.38926, 2.29421], [-3.22196, 1.98014, 2.17244], [1.53132, -1.80992, 1.45549], [3.74382, -1.11677, -0.44752], [3.50108, -1.42765, -1.37177], [1.12496, 3.12785, 1.23908], [0.57730, -4.08778, 0.48290], [1.36883, -3.71951, 0.96571], [0.73619, -4.95387, 0.23889], [2.10818, 4.41352, 1.74933], [-0.95817, 2.97048, 1.97438]],
  "mulliken_charge": [-0.548, 0.371, 0.276, -0.337, 0.177, 0.328, -0.607, 0.313, 0.303, -0.465, -0.038, 0.226, -0.657, 0.321, 0.280, -0.715, 0.343, 0.337, 0.152, 0.389, 0.396, -0.606, 0.318, -0.517, 0.201, 0.292, -0.604, 0.289, 0.291, -0.724, 0.323, 0.372, -0.540, 0.271, 0.308, -0.620, 0.354, 0.285, -0.624, 0.359, 0.439, -0.584, 0.239, 0.273, -0.728, 0.320, 0.311, -0.576, 0.343, 0.038, -0.700, 0.442, 0.323, -0.540, 0.306, 0.268, 0.265, 0.288]
}


<Q>
{
  "formula": "H39O19",
  "method": "ωB97M-V/def2-TZVPD",
  "molar_mass_g_mol": 343.29,
  "e_homo_ev": -13.2,
  "homo_lumo_gap_ev": 10.4,
  "charge": 1,
  "species": ["O", "H", "H", "O", "H", "H", "O", "H", "H", "O", "H", "H", "O", "H", "H", "O", "H", "H", "O", "H", "H", "O", "H", "O", "H", "H", "O", "H", "H", "O", "H", "H", "O", "H", "H", "O", "H", "H", "O", "H", "H", "O", "H", "H", "O", "H", "H", "O", "H", "H", "O", "H", "H", "O", "H", "H", "H", "H"],
  "xyz": [[-0.01172, 3.83374, -2.40234], [0.33530, 2.57710, -1.80761], [-0.71388, 3.48439, -3.02557], [-3.84118, -2.91774, -0.12419], [-3.28089, -2.19950, -0.40685], [-3.41658, -3.32933, 0.63358], [1.20313, -0.51534, 2.98842], [0.50681, -0.69875, 3.74090], [0.83797, -1.25343, 2.53296], [-2.11709, 0.36166, -0.23736], [-1.52561, -0.48452, 0.01042], [-2.62021, 0.61316, 0.58108], [-2.61379, 2.50237, -1.73740], [-2.22001, 1.90640, -1.18588], [-3.52460, 2.08280, -1.91469], [3.46951, 1.67300, -0.70321], [3.62279, 1.68737, 0.19610], [4.27846, 2.00953, -1.14358], [-0.24825, -2.44555, 0.99806], [-0.51679, -2.33017, 0.11705], [0.69043, -2.64058, 1.04597], [0.23521, 1.52074, -1.59348], [-0.78080, 1.48402, -1.48256], [0.61633, -0.44560, -3.68771], [0.83316, 0.18250, -3.01675], [0.04420, -0.06666, -4.47108], [-1.35800, -3.82291, -1.20037], [-1.99086, -4.61041, -1.49643], [3.54348, -0.45070, -1.71233], [-2.07064, -0.60760, 3.10578], [-1.34426, -0.37246, 2.71022], [-2.26136, 0.13628, 3.71272], [4.36980, 1.06942, 2.37603], [4.03914, 0.84968, 3.25617], [4.33382, 0.21799, 1.97426], [2.00003, 1.91895, 1.66823], [-1.23288, -4.23990, -0.29124], [-0.32031, 4.56673, -1.91646], [1.11720, 0.23638, 0.07592], [1.30559, 0.48228, 0.99032], [1.64838, -0.55119, -0.15048], [-2.40092, 0.54613, -3.61509], [-2.98882, 0.02780, -2.97784], [-1.86309, 0.10900, -4.23967], [-4.55572, -0.24139, 1.32510], [-0.95216, 2.16046, 3.22557], [-4.09882, -0.34028, 2.17488], [-0.74632, 1.60686, 2.51755], [-4.91012, -1.00187, 0.84745], [-0.00025, 1.31321, 2.34988], [3.52628, -1.40343, -1.52107], [4.19066, -1.87517, -1.92653], [2.87627, 1.94316, 2.22473], [2.43412, -2.11621, 0.77908], [2.80526, -1.76901, -0.16071], [3.21021, -2.70401, 0.86627], [1.47606, 1.29489, 1.97810], [0.97636, 1.03569, -0.85428]],
  "mulliken_charge": [-0.616, 0.468, 0.351, -0.616, 0.294, 0.330, -0.594, 0.399, 0.147, -0.492, 0.074, 0.270, -0.525, 0.188, 0.339, -0.503, 0.248, 0.263, -0.619, 0.257, 0.391, -0.285, 0.371, -0.630, 0.347, 0.255, -0.643, 0.328, 0.273, -0.556, 0.105, 0.384, -0.699, 0.344, 0.310, -0.678, 0.295, 0.317, 0.555, 0.069, -0.190, -0.533, 0.322, 0.236, -0.649, 0.221, 0.314, -0.542, 0.312, 0.599, -0.583, 0.250, 0.412, -0.677, 0.325, 0.290, -0.090, 0.468]
}


Which of them is the most stable, and which is the least stable? <P> and <Q>, in that order.


<P>
{
  "formula": "C5H9O2P",
  "method": "ωB97M-V/def2-TZVPD",
  "molar_mass_g_mol": 132.10,
  "smiles": "C#C[P@](C)(=O)OCC",
  "e_homo_ev": -10.8,
  "homo_lumo_gap_ev": 11.5,
  "charge": 0,
  "species": ["C", "C", "P", "C", "O", "O", "C", "C", "H", "H", "H", "H", "H", "H", "H", "H", "H"],
  "xyz": [[-0.79002, 0.28014, -3.24982], [0.11078, -0.33186, -2.71958], [1.45601, -0.54250, -1.29949], [1.85273, 1.20005, -0.84446], [2.59918, -1.38571, -1.65994], [0.74216, -1.16139, -0.00114], [-0.41692, -0.52484, 0.45578], [-1.32952, -1.58331, 1.01915], [-1.34829, 0.84388, -3.88381], [1.05096, 1.77976, -0.66213], [2.45941, 1.37105, 0.07311], [2.26614, 1.51911, -1.76647], [-0.26069, 0.28764, 1.29829], [-0.60188, 0.11276, -0.35522], [-0.99006, -2.06189, 1.96163], [-2.40920, -1.15081, 1.15586], [-1.42173, -2.38871, 0.27738]],
  "mulliken_charge": [0.304, -0.826, 0.916, -1.084, -0.673, -0.326, -0.136, -1.137, 0.435, 0.443, 0.325, 0.355, 0.175, 0.333, 0.279, 0.309, 0.310]
}


<Q>
{
  "formula": "C5H9O2P",
  "method": "ωB97M-V/def2-TZVPD",
  "molar_mass_g_mol": 132.10,
  "smiles": "C=C(CP)OC(C)=O",
  "e_homo_ev": -8.9,
  "homo_lumo_gap_ev": 9.8,
  "charge": 0,
  "species": ["C", "C", "C", "P", "O", "C", "C", "O", "H", "H", "H", "H", "H", "H", "H", "H", "H"],
  "xyz": [[-0.20237, -1.97878, -0.32151], [-0.53478, -0.71917, -0.45957], [-2.12618, -0.44678, -0.39720], [-2.38226, 0.38270, 1.24007], [0.39892, 0.31642, -0.53908], [1.32328, 0.53919, 0.34122], [2.38924, 1.42231, -0.21133], [1.35970, -0.04952, 1.34167], [0.78466, -2.34672, -0.51196], [-0.99574, -2.68015, -0.28698], [-2.43959, 0.36967, -1.17428], [-2.66331, -1.37238, -0.49186], [-1.65900, 1.52561, 0.78789], [-1.21007, -0.02358, 1.82314], [2.25779, 2.54410, 0.04681], [2.30947, 1.38260, -1.33418], [3.39025, 1.13450, 0.14717]],
  "mulliken_charge": [-0.836, 0.526, -0.771, -0.064, -0.346, 0.756, -1.025, -0.472, 0.296, 0.255, 0.281, 0.476, 0.014, 0.064, 0.247, 0.292, 0.308]
}


Which of them is the most stable, and which is the least stable? <P> and <Q>, in that order.